1.
Computed, not measured: 8 unconnected molecules or ions with the total composition C28H60FIN11O9, with ωB97M-V/def2-TZVPD.

Last column: Löwdin charge in e.
CARTESIAN COORDINATES (ANGSTROEM)
N1 -1.38480 -2.23596 -2.63262  0.07
C1 -2.12459 -1.08749 -2.06337  -0.27
N2 -1.07293 -0.45603 -1.16857  0.08
C2 -0.21704 0.11576 -2.21836  -0.24
N3 1.06176 -0.02146 -2.34428  0.32
N4 -1.08901 0.82746 -3.13426  -0.02
C3 -1.05584 2.30378 -3.00221  -0.12
C4 -0.29192 2.88542 -4.27401  -0.80
O1 0.21399 2.10440 -5.04471  -0.02
I1 -0.07792 5.00615 -4.66017  0.82
C5 -2.40256 0.16432 -2.97963  -0.22
C6 -3.38723 0.05751 -4.19492  -0.01
C7 -2.99781 -0.99559 -5.27946  -0.39
O2 -3.76056 -1.87306 -5.58236  0.13
F1 -1.73613 -0.87604 -5.85863  0.07
H1 -1.39330 -2.25758 -3.65453  0.08
H2 -1.72750 -3.10411 -2.22161  0.10
H3 -2.95786 -1.51498 -1.45090  0.17
H4 -1.51993 0.30456 -0.63954  0.13
H5 1.63511 -0.56698 -1.66077  0.12
H6 1.58093 0.33062 -3.16033  0.17
H7 -0.61794 2.66021 -2.02849  0.14
H8 -2.11652 2.68608 -3.07927  0.10
H9 -2.98627 0.84522 -2.27683  0.15
H10 -4.45051 -0.07579 -3.85539  0.11
H11 -3.37795 1.06621 -4.71167  0.13
C8 2.97715 -2.83506 -1.11541  -0.31
O3 2.88650 -1.96169 -1.98018  -0.05
N5 2.32148 -4.00794 -1.12198  -0.18
C9 2.48524 -4.98450 -0.05740  -0.03
C10 1.42480 -4.30934 -2.22314  -0.03
H12 3.63105 -2.70978 -0.23775  0.13
H13 2.86568 -5.91575 -0.48193  0.10
H14 1.51773 -5.16817 0.41374  0.09
H15 3.18483 -4.62359 0.69619  0.09
H16 1.98573 -4.29270 -3.15992  0.10
H17 0.64516 -3.54763 -2.27073  0.06
H18 0.97198 -5.29032 -2.08500  0.09
C11 -5.35985 2.94604 -3.84584  -0.32
O4 -4.23107 2.82176 -3.38368  -0.04
N6 -6.50093 2.89315 -3.13011  -0.18
C12 -7.80538 3.04799 -3.74753  -0.04
C13 -6.42355 2.67383 -1.69623  -0.03
H19 -5.52924 3.11458 -4.92089  0.14
H20 -8.31189 3.90776 -3.30459  0.10
H21 -8.39548 2.14647 -3.56835  0.09
H22 -7.71012 3.20486 -4.82195  0.09
H23 -5.83841 3.47512 -1.24032  0.10
H24 -5.92276 1.72282 -1.50341  0.09
H25 -7.42123 2.65561 -1.26122  0.10
C14 -8.43516 -1.88481 -3.57601  -0.34
O5 -8.01177 -1.38746 -2.54687  0.00
N7 -7.83261 -1.79204 -4.78775  -0.19
C15 -8.38801 -2.40596 -5.97897  -0.05
C16 -6.59191 -1.05236 -4.88694  -0.06
H26 -9.37127 -2.46554 -3.59874  0.14
H27 -7.66939 -3.12271 -6.38254  0.09
H28 -8.58566 -1.63183 -6.72407  0.09
H29 -9.31826 -2.92497 -5.74942  0.09
H30 -5.85251 -1.50686 -4.22754  0.08
H31 -6.76455 -0.02078 -4.56347  0.08
H32 -6.22183 -1.05866 -5.91062  0.09
C17 4.31347 -0.74633 2.32273  -0.37
O6 4.95759 -1.68048 1.87325  0.00
N8 3.92354 0.34320 1.62036  -0.18
C18 3.15697 1.41370 2.22529  -0.05
C19 4.28980 0.42688 0.22099  -0.03
H33 3.98922 -0.72192 3.37496  0.12
H34 2.20416 1.51638 1.69718  0.08
H35 3.72095 2.34656 2.14601  0.09
H36 2.96138 1.20205 3.27695  0.06
H37 3.87016 -0.43357 -0.30391  0.06
H38 5.37751 0.39571 0.12995  0.09
H39 3.91171 1.34818 -0.22201  0.09
C20 1.81614 1.82561 6.40484  -0.34
O7 2.26451 1.12209 5.51407  -0.02
N9 2.18050 3.10720 6.63961  -0.20
C21 1.60540 3.88588 7.71927  -0.05
C22 3.18005 3.72125 5.78214  -0.03
H40 1.05399 1.45467 7.10936  0.13
H41 1.11297 4.76788 7.30358  0.09
H42 2.40073 4.20083 8.39839  0.09
H43 0.87458 3.29834 8.27480  0.08
H44 2.82595 3.71004 4.74931  0.09
H45 4.10652 3.14652 5.83753  0.10
H46 3.36747 4.74785 6.09329  0.09
C23 0.51832 -4.46174 4.36371  -0.35
O8 0.97962 -5.15410 3.47397  0.00
N10 0.87256 -3.17589 4.61349  -0.20
C24 0.28046 -2.40613 5.68966  -0.06
C25 1.87716 -2.55465 3.77341  -0.05
H47 -0.25081 -4.84223 5.05589  0.13
H48 -0.21106 -1.52369 5.27282  0.09
H49 1.06560 -2.09061 6.38052  0.09
H50 -0.45442 -3.00083 6.23244  0.08
H51 1.53283 -2.56627 2.73579  0.09
H52 2.80533 -3.12664 3.83861  0.10
H53 2.05596 -1.52705 4.08891  0.07
C26 7.69556 3.21862 3.26022  -0.35
O9 6.51742 3.47294 3.07508  -0.01
N11 8.24062 1.97784 3.21598  -0.20
C27 9.65296 1.74569 3.44680  -0.06
C28 7.37728 0.84920 2.92792  -0.04
H54 8.43114 4.00795 3.48571  0.13
H55 10.09051 1.28011 2.56069  0.09
H56 9.77251 1.07841 4.30347  0.09
H57 10.17166 2.68247 3.64988  0.08
H58 6.90906 0.99669 1.95231  0.08
H59 6.59255 0.79664 3.68604  0.09
H60 7.94688 -0.07893 2.92467  0.10

Summary:
net charge = +1
highest occupied orbital energy = -10.709 eV
LUMO energy = -2.93 eV
HOMO-LUMO gap = 7.780 eV

2.
Computed, not measured: a molecular structure, C24H33BaN6OPS5, with ωB97M-V/def2-TZVPD.

Last column: Löwdin charge in e.
CARTESIAN COORDINATES (ANGSTROEM)
Ba1 0.29553 -0.02391 -0.05119  1.45
N1 2.32862 4.28528 -0.47929  0.12
C1 3.64921 3.80335 -0.71232  -0.26
C2 4.68517 4.19150 0.11701  -0.02
C3 5.97506 3.74373 -0.13126  -0.08
C4 6.22445 2.88393 -1.19184  -0.09
C5 5.17093 2.45756 -1.98860  -0.12
C6 3.88847 2.92612 -1.75637  -0.50
S1 2.53625 2.37416 -2.73210  0.95
N2 1.20684 2.60081 -1.69452  -0.30
C7 1.24947 3.49425 -0.79462  -0.47
C8 -0.02813 3.79864 -0.04992  -0.29
C9 -0.26989 5.04124 0.50872  -0.01
C10 -1.47540 5.26606 1.15206  -0.05
C11 -2.40459 4.24245 1.21020  -0.06
C12 -2.07695 3.04032 0.60632  -0.14
N3 -0.92014 2.81605 -0.01668  0.02
H1 2.24393 4.69688 0.43920  0.11
H2 4.48162 4.83947 0.96311  0.12
H3 6.78189 4.05423 0.52037  0.10
H4 7.22606 2.51630 -1.37478  0.10
H5 5.34005 1.73343 -2.77870  0.11
H6 0.45924 5.83572 0.43058  0.12
H7 -1.68038 6.23004 1.60037  0.11
H8 -3.35835 4.36538 1.70558  0.10
H9 -2.78184 2.21427 0.62493  0.11
S2 1.49070 1.94368 2.03978  -0.26
S3 3.31030 0.97298 2.38134  -0.18
S4 3.98545 0.32646 0.55666  -0.20
S5 2.95887 -1.43978 0.09084  -0.32
O1 -1.29747 -1.61399 0.20333  -0.71
P1 -1.86073 -2.91931 0.77303  0.51
N4 -1.88428 -2.74224 2.38696  -0.17
C13 -2.31969 -3.84253 3.27822  -0.18
C14 -2.59595 -3.14806 4.61781  -0.16
C15 -2.93347 -1.70835 4.23357  -0.17
C16 -1.97969 -1.42889 3.08126  -0.17
N5 -0.92643 -4.14577 0.28886  -0.17
C17 -1.27446 -5.57756 0.40833  -0.19
C18 -0.05035 -6.18315 1.08074  -0.17
C19 1.10846 -5.37952 0.48955  -0.15
C20 0.55936 -3.95576 0.34369  -0.20
N6 -3.36390 -3.32151 0.28353  -0.18
C21 -4.49794 -2.53393 0.82032  -0.19
C22 -5.65683 -2.96548 -0.06124  -0.17
C23 -5.01323 -3.08163 -1.44160  -0.16
C24 -3.60046 -3.61655 -1.16593  -0.16
H10 -1.54307 -4.60056 3.37120  0.10
H11 -3.21811 -4.32840 2.88509  0.11
H12 -1.69774 -3.16596 5.23704  0.12
H13 -3.39221 -3.64394 5.17140  0.11
H14 -2.79769 -1.00633 5.05555  0.12
H15 -3.96933 -1.63791 3.89403  0.10
H16 -0.99916 -1.13004 3.45494  0.12
H17 -2.32787 -0.64847 2.40787  0.10
H18 -1.42021 -6.00968 -0.58410  0.11
H19 -2.20217 -5.71054 0.96209  0.10
H20 0.03279 -7.25240 0.88847  0.11
H21 -0.10206 -6.03759 2.16207  0.10
H22 1.38558 -5.78269 -0.48598  0.12
H23 2.00001 -5.38844 1.11314  0.12
H24 0.92811 -3.46572 -0.55507  0.08
H25 0.84866 -3.33222 1.19179  0.09
H26 -4.32506 -1.45661 0.71922  0.12
H27 -4.65490 -2.75594 1.87414  0.10
H28 -6.48664 -2.26073 -0.03013  0.11
H29 -6.02298 -3.93932 0.27056  0.12
H30 -4.96046 -2.09991 -1.91503  0.11
H31 -5.56845 -3.73906 -2.10854  0.11
H32 -2.85680 -3.12712 -1.79332  0.11
H33 -3.52488 -4.68907 -1.34094  0.11

Summary:
highest occupied orbital energy = -5.936 eV
LUMO energy = -0.10 eV
HOMO-LUMO gap = 5.837 eV